Below is a cluster of 8 separate species, C47H112N8O8 in total, with properties calculated with the ωB97M-V functional and the def2-TZVPD basis.

Last columns: bonded neighbours and bond lengths (Å).
Cartesian coordinates (Å):
1 C 1.149 -6.384 0.689  C2 1.544, H12 1.090, H13 1.090, H14 1.090
2 C 2.629 -5.947 0.706  C1 1.544, C3 1.569, C4 1.527, N10 1.517
3 C 2.656 -4.564 1.448  C2 1.569, H15 1.090, H16 1.090, H17 1.090
4 C 3.442 -6.960 1.509  C2 1.527, C5 1.455, H18 1.090, H19 1.090
5 C 3.755 -8.204 0.821  C4 1.455, C6 1.517, H20 1.090, H21 1.090
6 C 4.280 -7.987 -0.585  C5 1.517, C7 1.582, H22 1.090, H23 1.090
7 C 3.492 -6.987 -1.524  C6 1.582, C8 1.532, C9 1.542, N10 1.484
8 C 4.395 -6.581 -2.692  C7 1.532, H24 1.090, H25 1.090, H26 1.090
9 C 2.213 -7.710 -1.994  C7 1.542, H27 1.090, H28 1.090, H29 1.090
10 N 3.126 -5.795 -0.719  C2 1.517, C7 1.484, O11 1.444
11 O 2.610 -4.698 -1.505  N10 1.444, H30 0.960
12 H 0.411 -5.929 1.349  C1 1.090
13 H 0.661 -6.261 -0.278  C1 1.090
14 H 1.139 -7.474 0.708  C1 1.090
15 H 2.801 -4.665 2.524  C3 1.090
16 H 3.503 -4.012 1.040  C3 1.090
17 H 1.688 -4.106 1.245  C3 1.090
18 H 4.376 -6.504 1.838  C4 1.090
19 H 3.001 -7.326 2.436  C4 1.090
20 H 4.514 -8.746 1.386  C5 1.090
21 H 2.882 -8.851 0.746  C5 1.090
22 H 4.218 -8.967 -1.059  C6 1.090
23 H 5.303 -7.665 -0.388  C6 1.090
24 H 5.261 -7.237 -2.772  C8 1.090
25 H 4.811 -5.582 -2.558  C8 1.090
26 H 3.843 -6.591 -3.632  C8 1.090
27 H 1.463 -7.025 -2.389  C9 1.090
28 H 1.728 -8.265 -1.191  C9 1.090
29 H 2.376 -8.461 -2.767  C9 1.090
30 H 1.707 -4.929 -1.736  O11 0.960
31 C -5.409 7.566 1.369  C32 1.591, H42 1.090, H43 1.090, H44 1.090
32 C -4.127 6.855 0.751  C31 1.591, C33 1.531, C34 1.575, N40 1.525
33 C -3.179 7.814 0.025  C32 1.531, H45 1.090, H46 1.090, H47 1.090
34 C -3.228 6.203 1.868  C32 1.575, C35 1.514, H48 1.090, H49 1.090
35 C -3.804 5.007 2.596  C34 1.514, C36 1.558, H50 1.090, H51 1.090
36 C -4.146 3.907 1.547  C35 1.558, C37 1.581, H52 1.090, H53 1.090
37 C -5.016 4.413 0.328  C36 1.581, C38 1.566, C39 1.544, N40 1.498
38 C -4.832 3.385 -0.838  C37 1.566, H54 1.090, H55 1.090, H56 1.090
39 C -6.510 4.560 0.688  C37 1.544, H57 1.090, H58 1.090, H59 1.090
40 N -4.488 5.715 -0.195  C32 1.525, C37 1.498, O41 1.449
41 O -5.227 6.207 -1.341  N40 1.449, H60 0.960
42 H -6.155 7.890 0.644  C31 1.090
43 H -4.982 8.475 1.794  C31 1.090
44 H -5.889 7.032 2.189  C31 1.090
45 H -3.565 8.270 -0.887  C33 1.090
46 H -2.339 7.244 -0.373  C33 1.090
47 H -2.860 8.560 0.753  C33 1.090
48 H -2.254 5.929 1.464  C34 1.090
49 H -3.194 6.999 2.611  C34 1.090
50 H -4.706 5.374 3.086  C35 1.090
51 H -3.189 4.660 3.426  C35 1.090
52 H -4.631 3.072 2.051  C36 1.090
53 H -3.157 3.560 1.246  C36 1.090
54 H -5.046 2.359 -0.538  C38 1.090
55 H -5.447 3.534 -1.725  C38 1.090
56 H -3.812 3.467 -1.215  C38 1.090
57 H -7.064 5.262 0.066  C39 1.090
58 H -6.918 3.573 0.468  C39 1.090
59 H -6.596 4.857 1.733  C39 1.090
60 H -4.507 6.287 -1.971  O41 0.960
61 C 0.750 3.984 -5.818  C62 1.502, H72 1.090, H73 1.090, H74 1.090
62 C -0.579 4.299 -5.193  C61 1.502, C63 1.578, C64 1.592, N70 1.470
63 C -1.377 5.202 -6.212  C62 1.578, H75 1.090, H76 1.090, H77 1.090
64 C -1.302 2.886 -5.065  C62 1.592, C65 1.543, H78 1.090, H79 1.090
65 C -0.695 1.920 -4.026  C64 1.543, C66 1.491, H80 1.090, H81 1.090
66 C -0.825 2.584 -2.697  C65 1.491, C67 1.570, H82 1.090, H83 1.090
67 C -0.193 4.020 -2.656  C66 1.570, C68 1.474, C69 1.599, N70 1.466
68 C -0.783 4.625 -1.448  C67 1.474, H84 1.090, H85 1.090, H86 1.090
69 C 1.381 3.807 -2.468  C67 1.599, H87 1.090, H88 1.090, H89 1.090
70 N -0.459 4.849 -3.836  C62 1.470, C67 1.466, O71 1.429
71 O 0.073 6.174 -3.793  N70 1.429, H90 0.960
72 H 1.339 4.820 -6.197  C61 1.090
73 H 1.446 3.467 -5.158  C61 1.090
74 H 0.599 3.255 -6.615  C61 1.090
75 H -0.784 6.058 -6.533  C63 1.090
76 H -1.538 4.564 -7.081  C63 1.090
77 H -2.333 5.480 -5.769  C63 1.090
78 H -2.367 3.000 -4.864  C64 1.090
79 H -1.233 2.351 -6.012  C64 1.090
80 H -1.179 0.944 -4.075  C65 1.090
81 H 0.361 1.699 -4.182  C65 1.090
82 H -0.329 1.886 -2.023  C66 1.090
83 H -1.875 2.544 -2.407  C66 1.090
84 H -0.517 5.667 -1.272  C68 1.090
85 H -0.458 4.188 -0.504  C68 1.090
86 H -1.870 4.571 -1.388  C68 1.090
87 H 1.754 3.128 -3.235  C69 1.090
88 H 1.598 3.426 -1.470  C69 1.090
89 H 1.895 4.765 -2.542  C69 1.090
90 H 1.026 6.084 -3.871  O71 0.960
91 C 3.167 -1.923 7.843  O92 1.411, H97 1.090, H98 1.090, H99 1.090
92 O 2.678 -2.160 6.540  C91 1.411, C93 1.425
93 C 1.414 -1.614 6.173  O92 1.425, C94 1.620, H100 1.090, H101 1.090
94 C 1.604 -0.008 6.080  C93 1.620, C95 1.508, N96 1.502, H102 1.090
95 C 0.441 0.760 5.503  C94 1.508, H103 1.090, H104 1.090, H105 1.090
96 N 2.780 0.315 5.203  C94 1.502, H106 1.010, H107 1.010
97 H 2.492 -2.107 8.678  C91 1.090
98 H 3.483 -0.887 7.963  C91 1.090
99 H 3.973 -2.628 8.051  C91 1.090
100 H 1.284 -1.974 5.153  C93 1.090
101 H 0.604 -1.973 6.809  C93 1.090
102 H 1.711 0.242 7.136  C94 1.090
103 H 0.600 1.782 5.846  C95 1.090
104 H -0.479 0.455 6.002  C95 1.090
105 H 0.323 0.643 4.426  C95 1.090
106 H 3.577 -0.131 5.633  N96 1.010
107 H 2.734 -0.037 4.257  N96 1.010
108 C -5.131 -3.175 0.083  O109 1.425, H114 1.090, H115 1.090, H116 1.090
109 O -3.949 -3.027 0.865  C108 1.425, C110 1.440
110 C -4.019 -3.635 2.169  O109 1.440, C111 1.474, H117 1.090, H118 1.090
111 C -2.704 -3.379 2.784  C110 1.474, C112 1.487, N113 1.450, H119 1.090
112 C -2.537 -4.132 4.055  C111 1.487, H120 1.090, H121 1.090, H122 1.090
113 N -2.548 -1.964 3.058  C111 1.450, H123 1.010, H124 1.010
114 H -5.141 -2.532 -0.797  C108 1.090
115 H -6.043 -2.943 0.633  C108 1.090
116 H -5.172 -4.206 -0.268  C108 1.090
117 H -4.881 -3.243 2.708  C110 1.090
118 H -4.169 -4.701 1.994  C110 1.090
119 H -1.903 -3.750 2.144  C111 1.090
120 H -2.320 -5.171 3.808  C112 1.090
121 H -3.414 -4.014 4.692  C112 1.090
122 H -1.698 -3.665 4.571  C112 1.090
123 H -2.225 -1.482 2.231  N113 1.010
124 H -3.476 -1.585 3.185  N113 1.010
125 C -2.551 0.272 0.519  O126 1.434, H131 1.090, H132 1.090, H133 1.090
126 O -1.374 -0.378 1.020  C125 1.434, C127 1.411
127 C -0.289 0.514 1.154  O126 1.411, C128 1.576, H134 1.090, H135 1.090
128 C 1.148 -0.125 1.068  C127 1.576, C129 1.516, N130 1.451, H136 1.090
129 C 1.154 -1.284 2.044  C128 1.516, H137 1.090, H138 1.090, H139 1.090
130 N 2.222 0.808 1.353  C128 1.451, H140 1.010, H141 1.010
131 H -2.821 1.139 1.123  C125 1.090
132 H -3.420 -0.386 0.536  C125 1.090
133 H -2.297 0.604 -0.487  C125 1.090
134 H -0.367 1.236 0.341  C127 1.090
135 H -0.417 1.128 2.047  C127 1.090
136 H 1.248 -0.630 0.107  C128 1.090
137 H 0.817 -1.009 3.044  C129 1.090
138 H 2.117 -1.795 2.052  C129 1.090
139 H 0.475 -2.047 1.663  C129 1.090
140 H 3.047 0.526 0.844  N130 1.010
141 H 1.915 1.661 0.907  N130 1.010
142 C -0.707 -5.011 -3.771  O143 1.465, H148 1.090, H149 1.090, H150 1.090
143 O -0.039 -4.428 -2.605  C142 1.465, C144 1.405
144 C -0.632 -3.285 -2.044  O143 1.405, C145 1.576, H151 1.090, H152 1.090
145 C -0.046 -2.012 -2.766  C144 1.576, C146 1.592, N147 1.512, H153 1.090
146 C 1.531 -1.803 -2.721  C145 1.592, H154 1.090, H155 1.090, H156 1.090
147 N -0.458 -0.817 -1.936  C145 1.512, H157 1.010, H158 1.010
148 H -1.714 -5.381 -3.578  C142 1.090
149 H -0.208 -5.874 -4.212  C142 1.090
150 H -0.606 -4.260 -4.554  C142 1.090
151 H -1.721 -3.283 -2.095  C144 1.090
152 H -0.372 -3.346 -0.987  C144 1.090
153 H -0.573 -1.972 -3.719  C145 1.090
154 H 1.792 -1.559 -1.692  C146 1.090
155 H 1.807 -0.995 -3.398  C146 1.090
156 H 2.019 -2.729 -3.027  C146 1.090
157 H -1.462 -0.738 -1.871  N147 1.010
158 H -0.259 -0.912 -0.951  N147 1.010
159 C 6.327 3.717 0.752  O160 1.435, H165 1.090, H166 1.090, H167 1.090
160 O 6.255 2.577 -0.117  C159 1.435, C161 1.435
161 C 4.978 2.462 -0.761  O160 1.435, C162 1.547, H168 1.090, H169 1.090
162 C 4.810 1.065 -1.403  C161 1.547, C163 1.479, N164 1.447, H170 1.090
163 C 3.649 1.012 -2.318  C162 1.479, H171 1.090, H172 1.090, H173 1.090
164 N 4.793 0.084 -0.339  C162 1.447, H174 1.010, H175 1.010
165 H 5.621 3.633 1.578  C159 1.090
166 H 6.206 4.729 0.365  C159 1.090
167 H 7.331 3.720 1.175  C159 1.090
168 H 4.233 2.661 0.009  C161 1.090
169 H 4.950 3.200 -1.562  C161 1.090
170 H 5.766 0.937 -1.910  C162 1.090
171 H 3.707 1.692 -3.168  C163 1.090
172 H 2.796 1.255 -1.683  C163 1.090
173 H 3.544 0.024 -2.766  C163 1.090
174 H 5.420 0.194 0.446  N164 1.010
175 H 4.918 -0.817 -0.779  N164 1.010

The LUMO energy is 0.4 eV. Its net charge is 0. Its energy is -2897.5719 Eh. The energy above the lowest of the compared OMol25 structures with the same formula, charge and spin is 81.0 kcal per mole. Its spin multiplicity is 1. The SMILES is CC1(C)CCCC(C)(C)N1O.CC1(C)CCCC(C)(C)N1O.CC1(C)CCCC(C)(C)N1O.COC[C@H](C)N.COC[C@H](C)N.COC[C@H](C)N.COC[C@H](C)N.COC[C@H](C)N. The calculation puts the highest occupied orbital energy at -7.9 eV.